No. 1
Density functional theory data (the ωB97M-V functional and the def2-TZVPD basis) for a 6-piece molecular cluster, C22H45N6O11P overall.

Geometry as ORCA input:
```
! wB97M-V def2-TZVPD RIJCOSX def2/J DEFGRID3
* xyz 0 1
C -3.989 5.134 2.461
P -3.312 5.031 0.656
O -4.735 4.525 -0.281
C -1.908 3.746 0.489
N -2.460 2.818 -0.587
C -3.132 1.743 -0.001
O -3.687 0.605 0.458
O -1.481 2.954 1.653
C -0.116 2.363 1.454
O 0.599 1.587 2.282
O 0.272 2.915 0.115
C -0.427 4.199 -0.048
C 0.259 5.591 0.480
C 0.322 5.762 2.110
O -0.878 6.392 2.708
H -4.439 6.230 2.607
H -3.137 4.962 3.245
H -4.882 4.362 2.601
H -5.468 5.209 -0.152
H -0.622 4.445 -1.197
H -0.232 6.571 0.052
H 1.388 5.577 0.097
H 1.244 6.481 2.347
H 0.525 4.776 2.707
H -1.044 5.920 3.597
C -1.108 -1.041 0.010
N 0.300 -0.997 0.325
C 1.321 -1.665 -0.284
C 0.985 -2.574 -1.434
O 2.475 -1.513 0.113
H -1.432 -0.027 -0.236
H -1.644 -1.384 0.899
H -1.329 -1.706 -0.827
H 0.605 -0.406 1.089
H 1.900 -3.036 -1.816
H 0.311 -3.368 -1.099
H 0.525 -2.000 -2.242
C 3.373 -2.656 4.878
N 4.505 -1.772 5.012
C 4.861 -0.731 4.206
C 3.995 -0.430 3.015
O 5.867 -0.072 4.467
H 2.768 -2.573 5.784
H 3.749 -3.678 4.790
H 2.758 -2.420 4.007
H 5.136 -1.912 5.792
H 4.405 0.425 2.470
H 3.973 -1.290 2.341
H 2.983 -0.176 3.343
C 3.126 -7.339 -2.095
N 2.522 -6.145 -2.636
C 1.585 -6.048 -3.623
C 1.090 -7.319 -4.255
O 1.173 -4.942 -3.968
H 2.912 -7.371 -1.024
H 4.206 -7.269 -2.243
H 2.752 -8.249 -2.568
H 2.806 -5.248 -2.260
H 0.348 -7.082 -5.023
H 1.920 -7.849 -4.730
H 0.615 -7.952 -3.501
C 1.457 6.180 -5.710
N 0.922 6.530 -4.417
C 0.385 5.702 -3.475
C 0.322 4.231 -3.780
O -0.030 6.168 -2.415
H 2.501 6.503 -5.744
H 0.889 6.721 -6.471
H 1.402 5.108 -5.910
H 0.929 7.504 -4.139
H -0.130 3.701 -2.936
H -0.294 4.058 -4.666
H 1.331 3.837 -3.934
C -4.297 -3.334 0.944
N -3.035 -4.016 1.104
C -2.811 -5.277 1.573
C -4.001 -6.098 1.988
O -1.662 -5.708 1.646
H -4.405 -3.064 -0.109
H -4.270 -2.424 1.547
H -5.145 -3.948 1.251
H -2.186 -3.526 0.845
H -3.665 -7.078 2.339
H -4.531 -5.602 2.805
H -4.668 -6.247 1.135
*
```

Values from the calculation:
orbital gap: 8.46 eV
maximum force: 11.09 eV/A
SMILES: CP(O)[C@]1(N=C=O)OC(=O)O[C@@H]1CCO.CNC(C)=O.CNC(C)=O.CNC(C)=O.CNC(C)=O.CNC(C)=O
HOMO level: -8.71 eV

=====

No. 2
Density functional theory data (the ωB97M-V functional and the def2-TZVPD basis) for a 2-piece molecular cluster, C15H19N2OS2 overall.

Geometry as ORCA input:
```
! wB97M-V def2-TZVPD RIJCOSX def2/J DEFGRID3
* xyz -1 1
C 1.269 -3.740 1.342
N 0.228 -2.725 1.047
C 0.155 -1.596 2.002
C -1.150 -0.814 1.842
N -1.390 -0.408 0.439
C -1.978 0.795 0.121
S -2.393 1.876 1.330
S -2.294 1.188 -1.471
C -1.174 -1.485 -0.558
C 0.154 -2.207 -0.336
H 1.193 -4.569 0.643
H 2.261 -3.305 1.265
H 1.133 -4.137 2.344
H 0.265 -1.991 3.017
H 1.019 -0.945 1.828
H -2.006 -1.407 2.176
H -1.130 0.088 2.461
H -2.007 -2.190 -0.472
H -1.225 -1.060 -1.566
H 0.999 -1.529 -0.497
H 0.288 -3.042 -1.033
C -10.067 -3.770 -2.570
C -9.824 -2.423 -2.401
C -8.744 -1.996 -1.657
C -7.883 -2.918 -1.071
C -6.725 -2.512 -0.235
C -6.279 -1.112 -0.211
C -5.712 -0.586 0.861
O -6.154 -3.342 0.442
C -8.148 -4.269 -1.236
C -9.229 -4.692 -1.979
H -10.914 -4.099 -3.151
H -10.485 -1.702 -2.849
H -8.575 -0.945 -1.510
H -6.388 -0.527 -1.108
H -5.367 0.431 0.884
H -5.576 -1.173 1.747
H -7.497 -4.985 -0.759
H -9.427 -5.744 -2.096
*
```

Values from the calculation:
orbital gap: 5.13 eV
maximum force: 1.74 eV/A
HOMO level: -2.92 eV

=====

No. 3
Density functional theory data (the ωB97M-V functional and the def2-TZVPD basis) for C58H49Cl2CuF6N10O22S2 as an isolated structure.

Geometry as ORCA input:
```
! wB97M-V def2-TZVPD RIJCOSX def2/J DEFGRID3
* xyz 1 2
Cu -0.180 2.076 3.654
C -1.485 -1.385 2.512
F -1.010 -1.450 3.715
F -0.564 -1.697 1.651
F -2.491 -2.198 2.389
S -2.076 0.360 2.158
O -3.054 0.294 1.140
O -2.403 0.987 3.423
N -0.634 1.230 1.870
S -0.647 1.533 0.275
O -0.729 0.362 -0.546
O -1.438 2.630 -0.163
C 1.149 2.053 0.093
F 1.900 0.996 -0.057
F 1.328 2.830 -0.942
F 1.542 2.719 1.170
Cl -5.685 -1.611 -1.362
C -5.508 0.127 -1.798
C -4.069 0.416 -2.255
Cl -3.898 2.203 -2.186
H -5.645 0.626 -0.845
H -6.250 0.391 -2.540
H -3.929 0.095 -3.281
H -3.407 -0.094 -1.567
C -4.632 -4.926 0.378
C -5.559 -4.605 1.359
C -6.375 -5.568 1.923
C -6.242 -6.891 1.557
C -5.260 -7.245 0.637
C -4.554 -6.266 -0.023
N -7.082 -7.904 2.186
O -7.737 -7.608 3.177
O -7.061 -9.023 1.673
H -3.988 -4.173 -0.052
H -5.698 -3.578 1.676
H -7.131 -5.299 2.651
H -5.130 -8.298 0.431
H -3.768 -6.507 -0.726
C -5.316 5.558 0.401
C -4.766 6.615 1.104
C -3.739 6.372 1.996
C -3.177 5.106 2.078
C -3.680 4.071 1.299
C -4.771 4.274 0.485
N -2.191 4.838 3.084
O -1.522 3.807 2.996
O -2.066 5.589 3.986
H -6.225 5.670 -0.179
H -5.184 7.607 1.013
H -3.441 7.143 2.697
H -3.295 3.078 1.479
H -5.244 3.497 -0.096
C -4.016 -6.399 4.929
C -3.609 -7.725 4.893
C -2.631 -8.099 3.970
C -2.205 -7.234 2.988
C -2.652 -5.927 3.015
C -3.476 -5.481 4.032
N -1.235 -7.676 1.994
O -0.717 -8.739 2.147
O -0.998 -6.899 1.094
H -4.776 -6.011 5.598
H -4.064 -8.456 5.544
H -2.337 -9.139 4.051
H -2.337 -5.242 2.238
H -3.683 -4.420 4.027
C 2.914 -1.624 -0.784
C 3.389 -2.627 0.054
C 4.753 -2.697 0.241
C 5.618 -1.938 -0.530
C 5.134 -1.003 -1.428
C 3.770 -0.800 -1.486
N 7.057 -2.115 -0.362
O 7.787 -1.461 -1.071
O 7.427 -2.895 0.485
H 1.851 -1.491 -0.932
H 2.697 -3.273 0.579
H 5.162 -3.310 1.033
H 5.827 -0.516 -2.104
H 3.271 -0.168 -2.209
C 4.104 1.785 -4.945
C 5.201 1.610 -5.774
C 6.475 1.795 -5.247
C 6.654 2.173 -3.936
C 5.545 2.299 -3.096
C 4.274 2.126 -3.602
N 7.996 2.464 -3.420
O 8.066 3.045 -2.361
O 8.920 2.112 -4.092
H 3.097 1.590 -5.297
H 5.009 1.299 -6.790
H 7.286 1.758 -5.965
H 5.737 2.437 -2.040
H 3.439 2.356 -2.951
C -2.067 6.746 -3.527
C -2.310 7.763 -2.622
C -1.900 7.578 -1.307
C -1.247 6.421 -0.949
C -1.107 5.366 -1.831
C -1.522 5.519 -3.147
N -0.671 6.295 0.386
O -0.784 7.233 1.137
O -0.134 5.258 0.689
H -2.368 6.873 -4.562
H -2.862 8.650 -2.892
H -2.091 8.355 -0.577
H -0.651 4.416 -1.592
H -1.528 4.671 -3.815
C 6.757 0.122 3.697
C 6.021 1.268 4.011
C 4.648 1.243 3.873
C 3.991 0.125 3.387
C 4.721 -1.015 3.059
C 6.095 -0.975 3.167
N 2.570 0.184 3.132
O 2.036 -0.745 2.576
O 1.950 1.185 3.550
H 7.817 0.231 3.886
H 6.505 2.166 4.365
H 4.090 2.128 4.150
H 4.255 -1.886 2.629
H 6.710 -1.819 2.873
C 4.239 5.967 -2.548
C 5.566 5.729 -2.182
C 5.882 5.125 -0.986
C 4.853 4.601 -0.219
C 3.541 4.727 -0.623
C 3.219 5.485 -1.735
N 5.180 3.981 1.054
O 6.248 4.206 1.546
O 4.372 3.225 1.551
H 3.998 6.507 -3.453
H 6.342 5.980 -2.894
H 6.928 4.999 -0.743
H 2.843 4.357 0.115
H 2.179 5.688 -1.959
C -1.272 -4.341 -1.643
C -2.278 -3.447 -1.978
C -3.328 -3.842 -2.794
C -3.347 -5.112 -3.331
C -2.396 -6.052 -2.945
C -1.409 -5.663 -2.082
N -4.462 -5.502 -4.188
O -4.453 -6.641 -4.633
O -5.332 -4.688 -4.403
H -0.511 -4.118 -0.917
H -2.148 -2.405 -1.708
H -4.037 -3.081 -3.081
H -2.411 -7.018 -3.432
H -0.635 -6.336 -1.724
*
```

Values from the calculation:
orbital gap (alpha / beta): 6.60 / 3.27 eV
energy above the lowest of the compared OMol25 structures with the same formula, charge and spin: 0.000 eV
⟨S²⟩: 0.755
maximum force: 4.22 eV/A
HOMO level (alpha / beta): -11.36 / -11.36 eV

=====

No. 4
Density functional theory data (the ωB97M-V functional and the def2-TZVPD basis) for C10H16FNO5PS3Ta as an isolated structure.

Geometry as ORCA input:
```
! wB97M-V def2-TZVPD RIJCOSX def2/J DEFGRID3
* xyz 1 2
Ta -0.584 0.068 1.104
C -0.906 0.610 -4.478
C -0.724 -0.609 -3.617
O 0.269 -0.267 -2.577
P 0.576 -1.165 -1.347
S -1.139 -1.766 -0.384
S 1.605 -0.051 -0.020
O 1.304 -2.479 -1.762
C 2.650 -2.489 -2.371
C 2.558 -2.406 -3.871
H -1.632 0.384 -5.259
H 0.032 0.896 -4.952
H -1.279 1.447 -3.890
H -0.333 -1.462 -4.170
H -1.645 -0.893 -3.108
H 3.075 -3.430 -2.034
H 3.227 -1.668 -1.940
H 1.938 -3.210 -4.265
H 3.559 -2.513 -4.290
H 2.164 -1.444 -4.197
N 0.396 -1.553 2.927
C -0.606 -0.639 3.296
C -1.930 -0.972 2.943
C -2.826 0.051 2.625
C -2.407 1.389 2.655
C -1.146 1.715 3.159
C -0.221 0.709 3.482
S -3.557 2.674 2.051
O -4.030 2.023 0.848
O -4.486 2.737 3.146
O -2.662 3.789 1.874
H 1.320 -1.381 3.304
H 0.147 -2.534 2.957
H -2.205 -2.013 2.817
H -3.831 -0.167 2.283
H -0.878 2.766 3.209
H 0.789 0.950 3.793
F -1.080 1.529 0.102
*
```

Values from the calculation:
orbital gap (alpha / beta): 6.33 / 6.07 eV
energy above the lowest of the compared OMol25 structures with the same formula, charge and spin: 0.108 eV
⟨S²⟩: 0.754
maximum force: 1.02 eV/A
HOMO level (alpha / beta): -11.68 / -11.68 eV

=====

No. 5
Density functional theory data (the ωB97M-V functional and the def2-TZVPD basis) for a 3-piece molecular cluster, C32H24N7O5 overall.

Geometry as ORCA input:
```
! wB97M-V def2-TZVPD RIJCOSX def2/J DEFGRID3
* xyz 1 1
N -4.029 2.975 -5.910
C -3.142 3.679 -5.857
O -1.886 4.207 -5.720
N -1.195 3.476 -4.802
N -1.045 2.137 -4.886
C -0.313 1.682 -3.846
N 0.056 0.454 -3.529
N -0.310 -0.651 -4.318
N -0.001 2.813 -3.074
C -0.548 3.884 -3.657
C -0.518 5.366 -3.169
N -0.129 5.428 -1.747
H -1.428 1.525 -5.603
H 0.610 0.358 -2.678
H -1.309 -0.806 -4.132
H -0.272 -0.384 -5.305
H 0.143 5.975 -3.820
H -1.562 5.763 -3.200
H -0.925 5.082 -1.207
H 0.645 4.792 -1.554
C -1.480 2.823 6.923
C -0.342 3.557 6.602
C 0.133 3.571 5.299
C -0.523 2.840 4.313
C -1.651 2.083 4.641
C -2.134 2.087 5.946
C -2.334 1.259 3.612
O -3.316 0.604 3.891
C -1.785 1.243 2.229
C -2.376 0.432 1.264
C -1.879 0.420 -0.031
C -0.795 1.225 -0.369
C -0.200 2.030 0.590
C -0.687 2.034 1.893
C -0.017 2.875 2.920
O 0.932 3.574 2.619
H -1.855 2.821 7.939
H 0.174 4.121 7.369
H 1.016 4.147 5.052
H -3.016 1.513 6.201
H -3.222 -0.194 1.523
H -2.338 -0.216 -0.780
H -0.415 1.223 -1.372
H 0.647 2.652 0.324
C 1.663 -7.192 -2.558
C 2.989 -7.309 -2.150
C 3.491 -6.471 -1.166
C 2.671 -5.504 -0.593
C 1.348 -5.371 -1.019
C 0.844 -6.225 -1.995
C 0.475 -4.312 -0.453
O -0.679 -4.196 -0.821
C 1.039 -3.389 0.565
C 0.252 -2.357 1.065
C 0.763 -1.497 2.024
C 2.061 -1.670 2.497
C 2.851 -2.695 1.999
C 2.347 -3.551 1.026
C 3.214 -4.624 0.473
O 4.348 -4.774 0.882
H 1.271 -7.854 -3.321
H 3.631 -8.057 -2.600
H 4.521 -6.568 -0.848
H -0.185 -6.134 -2.319
H -0.760 -2.219 0.704
H 0.150 -0.689 2.407
H 2.457 -1.001 3.253
H 3.862 -2.824 2.366
*
```

Values from the calculation:
orbital gap: 7.58 eV
maximum force: 3.98 eV/A
HOMO level: -11.43 eV

=====

No. 6
Density functional theory data (the ωB97M-V functional and the def2-TZVPD basis) for C5H8FO4Tb as an isolated structure.

Geometry as ORCA input:
```
! wB97M-V def2-TZVPD RIJCOSX def2/J DEFGRID3
* xyz 2 7
C -1.173 1.283 -0.977
O -0.505 0.026 -0.830
C -2.496 1.047 -1.665
H -1.309 1.721 0.023
H -0.537 1.964 -1.564
H -3.006 2.009 -1.805
H -2.351 0.588 -2.652
H -3.141 0.395 -1.061
C 0.938 -1.345 1.190
O 0.980 -0.013 0.917
C 0.872 0.103 -0.535
C 1.520 -1.214 -0.978
O 1.431 -2.040 0.198
O 0.990 -1.736 2.351
F 1.469 -0.138 6.535
H 1.391 1.031 -0.804
H 0.949 -1.682 -1.785
H 2.573 -1.103 -1.253
Tb 1.406 -0.899 4.693
*
```

Values from the calculation:
orbital gap (alpha / beta): 5.53 / 5.46 eV
⟨S²⟩: 12.770
maximum force: 5.22 eV/A
HOMO level (alpha / beta): -16.63 / -16.63 eV

=====

No. 7
Density functional theory data (the ωB97M-V functional and the def2-TZVPD basis) for a 3-piece molecular cluster, C21H23IN2O8Si overall.

Geometry as ORCA input:
```
! wB97M-V def2-TZVPD RIJCOSX def2/J DEFGRID3
* xyz 0 1
N 1.420 1.437 0.569
C 0.127 1.602 -0.146
Si -0.621 -0.055 -0.683
C -0.165 -1.495 0.430
C 1.308 -1.892 0.331
C 1.814 -2.635 1.557
I 0.627 -4.367 2.085
C -2.494 0.141 -0.740
C -3.184 0.996 0.106
C -4.552 1.071 0.049
N -5.327 0.385 -0.793
C -4.649 -0.429 -1.605
C -3.287 -0.589 -1.611
H 2.157 1.585 -0.107
H 1.517 2.173 1.252
H -0.576 2.119 0.498
H 0.233 2.211 -1.042
H -0.175 -0.381 -2.059
H -0.763 -2.344 0.116
H -0.436 -1.260 1.455
H 1.448 -2.540 -0.527
H 1.951 -1.023 0.245
H 1.791 -2.013 2.437
H 2.807 -3.033 1.412
H -2.660 1.611 0.817
H -5.059 1.734 0.737
H -5.236 -1.002 -2.310
H -2.843 -1.284 -2.303
O -2.888 4.133 5.964
C -1.866 4.118 5.307
C -0.538 3.956 5.875
C 0.534 3.966 5.072
O 1.775 3.821 5.519
C 0.410 4.144 3.586
O 1.433 4.151 2.925
C -0.917 4.288 3.014
C -1.991 4.274 3.816
O -3.231 4.396 3.367
H -0.460 3.830 6.946
H 2.355 3.871 4.736
H -0.995 4.404 1.942
H -3.810 4.357 4.152
O 0.401 -3.373 -2.857
C 1.354 -3.368 -3.613
C 1.632 -2.300 -4.557
C 2.703 -2.384 -5.357
O 3.022 -1.449 -6.242
C 3.639 -3.561 -5.312
O 4.579 -3.564 -6.084
C 3.372 -4.619 -4.354
C 2.302 -4.535 -3.553
O 1.992 -5.456 -2.652
H 0.953 -1.459 -4.582
H 3.833 -1.762 -6.686
H 4.059 -5.453 -4.319
H 1.172 -5.147 -2.222
*
```

Values from the calculation:
orbital gap: 7.47 eV
maximum force: 0.96 eV/A
SMILES: NC[Si@@H](CCCI)c1ccncc1.O=C1C=C(O)C(=O)C=C1O.O=C1C=C(O)C(=O)C=C1O
HOMO level: -9.24 eV

=====

No. 8
Density functional theory data (the ωB97M-V functional and the def2-TZVPD basis) for C3H5O3Ru as an isolated structure.

Geometry as ORCA input:
```
! wB97M-V def2-TZVPD RIJCOSX def2/J DEFGRID3
* xyz 2 6
H -1.497 -0.028 1.295
C -0.483 -0.005 1.716
C 0.578 -0.225 0.674
O 0.274 0.780 -0.479
C 0.104 0.314 -1.648
O -0.132 1.270 -2.507
H -0.259 -0.624 2.595
H 1.618 0.010 0.944
H -0.342 0.898 -3.372
H -0.173 1.065 1.967
Ru -0.045 -1.931 -1.465
O 0.357 -1.522 0.281
*
```

Values from the calculation:
orbital gap (alpha / beta): 9.09 / 7.63 eV
energy above the lowest of the compared OMol25 structures with the same formula, charge and spin: 0.929 eV
⟨S²⟩: 8.760
maximum force: 3.15 eV/A
HOMO level (alpha / beta): -19.99 / -21.03 eV